Entry 1:
ORCA calculation (the ωB97M-V functional and the def2-TZVPD basis) on a 7-piece molecular cluster, C14H31Br2FN3O11 overall.

CARTESIAN COORDINATES (ANGSTROEM)
C (5.41090, -1.03245, 0.82204)
C (4.12671, -1.55645, 0.12894)
O (3.77790, -2.66621, 0.39065)
N (3.35172, -0.81239, -0.83525)
C (4.25283, -0.06039, -1.76206)
C (2.50691, 0.23293, -0.19661)
C (1.82763, -0.20630, 1.14869)
C (0.43786, 0.53443, 1.30924)
C (-0.71411, -0.43960, 1.80511)
N (-1.50874, -0.80446, 0.60728)
C (-1.50856, -2.20278, 0.33378)
Br (-1.66179, -3.55072, 1.73537)
C (-1.43640, -2.60259, -0.94030)
C (-1.46631, -4.03615, -1.45434)
Br (-1.32618, -1.20100, -2.30756)
C (-2.90593, -0.34801, 0.67762)
C (-3.73783, -0.89361, 1.90678)
O (-4.56666, -1.77077, 1.65703)
O (-3.61239, -0.44370, 3.08647)
C (-3.07098, 1.18392, 0.61320)
O (-2.28311, 2.00225, 0.93699)
N (-4.39786, 1.66325, 0.12047)
C (-4.09868, 2.42504, -1.05816)
O (-3.86282, 3.56084, -1.01337)
F (-4.05430, 1.80993, -2.28730)
H (5.17138, -0.71076, 1.85839)
H (5.90791, -0.21458, 0.25652)
H (6.15570, -1.84941, 0.92336)
H (4.99926, -0.76896, -2.17803)
H (4.81447, 0.73291, -1.21933)
H (3.58825, 0.39343, -2.52015)
H (3.05477, 1.19004, -0.01947)
H (1.67895, 0.47297, -0.90051)
H (1.70769, -1.30402, 1.24834)
H (2.52143, 0.10769, 1.96551)
H (0.14691, 1.11458, 0.42012)
H (0.59038, 1.25849, 2.14706)
H (-0.20071, -1.28408, 2.29514)
H (-1.29469, 0.15914, 2.53455)
H (-0.51951, -4.31005, -1.96439)
H (-1.70545, -4.79169, -0.68765)
H (-2.26601, -4.11285, -2.23003)
H (-3.41650, -0.75407, -0.22538)
H (-4.90186, 0.83869, -0.23500)
O (-3.53708, 2.43242, 4.28777)
H (-4.21368, 2.97699, 3.87327)
H (-3.61042, 1.57900, 3.83028)
O (-1.39841, -1.46059, -5.75890)
H (-2.32013, -1.25271, -5.94441)
H (-1.26834, -1.15641, -4.84945)
O (5.13535, 3.18179, -1.65217)
H (4.60513, 3.97850, -1.53599)
H (5.50702, 3.27252, -2.53632)
O (-1.38964, -1.54885, 4.61810)
H (-2.31438, -1.34095, 4.39335)
H (-1.28069, -1.19529, 5.50697)
O (1.53569, 3.23819, 0.15898)
H (0.61041, 3.44700, -0.01771)
H (1.66385, 3.50726, 1.07534)
O (-0.75691, 1.66875, -3.92352)
H (-0.83895, 1.90329, -4.85457)
H (-1.64100, 1.81665, -3.56482)

Calculated values
**E**: -184816.9922 eV
**Total charge**: -1
**LUMO**: 2.1 eV
**Orbital gap**: 7.680 eV
**Strongest force on any atom**: 3.2 eV Å⁻¹

Entry 2:
ORCA calculation (the ωB97M-V functional and the def2-TZVPD basis) on C14H31HfN7O as an isolated structure.

CARTESIAN COORDINATES (ANGSTROEM)
Hf (-0.07145, 0.58568, -0.20329)
C (-2.10822, -0.23746, 2.12351)
C (-2.89777, 0.78336, 1.29787)
N (-2.33889, 0.85071, -0.10484)
C (-2.69242, 2.08946, -0.89011)
C (-1.54660, 2.48289, -1.82027)
N (-0.28600, 2.63585, -0.99386)
C (0.94516, 3.11764, -1.74941)
C (2.06951, 2.08323, -1.79615)
C (2.78490, 1.78436, -0.46508)
N (2.14884, 0.62235, 0.26936)
C (2.35619, 0.58922, 1.75677)
C (1.36151, 1.49745, 2.45334)
N (-0.05239, 1.22398, 1.98734)
C (-0.86147, 0.28302, 2.85138)
H (-1.86002, -1.09885, 1.48420)
H (-2.76783, -0.65375, 2.88802)
H (-2.85801, 1.78556, 1.72922)
H (-3.95088, 0.50780, 1.24895)
H (-2.74843, 0.06017, -0.60991)
H (-2.89675, 2.89380, -0.18060)
H (-3.60419, 1.93580, -1.46801)
H (-1.77900, 3.42855, -2.31390)
H (-1.36295, 1.74137, -2.60524)
H (-0.50255, 3.34943, -0.29451)
H (1.29711, 4.02018, -1.24964)
H (0.63923, 3.40144, -2.75596)
H (2.81660, 2.49182, -2.48225)
H (1.75220, 1.15514, -2.30295)
H (2.78265, 2.65538, 0.19232)
H (3.82850, 1.53067, -0.64937)
H (2.59327, -0.21969, -0.10231)
H (3.37652, 0.88124, 2.01402)
H (2.23190, -0.44755, 2.07763)
H (1.57553, 2.54379, 2.22608)
H (1.43213, 1.39430, 3.53741)
H (-0.53334, 2.12181, 2.07235)
H (-1.13792, 0.81117, 3.76489)
H (-0.21853, -0.54703, 3.14552)
C (0.30221, -5.45324, -1.34143)
N (0.19124, -3.99628, -1.16753)
C (-0.02574, -3.06626, -2.26389)
C (-0.04301, -1.78695, -1.50727)
O (-0.21240, -0.58262, -1.93683)
N (0.14460, -1.95458, -0.21107)
C (0.28940, -3.34286, -0.02696)
N (0.49765, -3.89755, 1.14445)
H (0.10278, -5.69363, -2.38239)
H (-0.43803, -5.96452, -0.72553)
H (1.30781, -5.79417, -1.09393)
H (-0.96776, -3.24968, -2.79329)
H (0.78050, -3.09514, -3.00657)
H (0.55181, -3.35589, 1.99112)
H (0.60282, -4.90088, 1.23860)

Calculated values
**E**: -28768.8929 eV
**Total charge**: +4
**Relative energy (zero: lowest compared OMol25 entry of this formula, charge and spin)**: 36.34 kJ/mol
**LUMO**: -14.0 eV
**Orbital gap**: 8.442 eV
**Strongest force on any atom**: 0.9 eV Å⁻¹

Entry 3:
ORCA calculation (the ωB97M-V functional and the def2-TZVPD basis) on a 4-piece molecular cluster, C14H31IO8PS3 overall.

CARTESIAN COORDINATES (ANGSTROEM)
O (-4.04797, -3.69881, 4.85632)
C (-3.18020, -3.23078, 4.15206)
O (-3.09212, -3.71164, 2.87384)
C (-2.19421, -2.20065, 4.49204)
P (-0.42305, -3.01595, 4.79420)
I (0.80602, -0.81602, 3.63436)
H (-2.29082, -3.39340, 2.42798)
H (-2.51049, -1.66610, 5.38666)
H (-2.05442, -1.50063, 3.66658)
H (-0.50164, -3.58159, 3.45992)
H (0.90451, -3.52763, 4.94404)
H (-0.32026, -2.28239, 6.01969)
H (-1.01554, -4.16604, 5.42521)
C (3.27401, 2.09755, -0.23905)
C (3.31556, 3.62173, -0.44404)
C (2.30754, 4.24036, 0.53292)
S (2.21212, 3.09769, 1.92943)
O (0.88370, 2.55560, 1.95525)
O (2.78264, 3.71507, 3.09963)
C (3.32544, 1.86444, 1.26659)
H (4.09749, 1.59811, -0.74704)
H (2.34093, 1.69134, -0.63477)
H (4.31730, 3.99806, -0.23326)
H (3.08033, 3.89595, -1.46827)
H (2.60277, 5.21755, 0.90345)
H (1.30657, 4.29225, 0.10982)
H (2.96973, 0.88939, 1.59776)
H (4.31366, 2.06830, 1.67724)
C (-4.65433, -8.01406, 0.53351)
C (-5.24548, -6.60173, 0.41981)
C (-4.07235, -5.61371, 0.40270)
S (-2.69027, -6.50370, -0.33228)
O (-1.64232, -6.66696, 0.63719)
O (-2.38649, -5.97384, -1.63841)
C (-3.54114, -8.07752, -0.50578)
H (-5.40442, -8.78441, 0.35847)
H (-4.24037, -8.16659, 1.53156)
H (-5.81978, -6.52345, -0.50583)
H (-5.91702, -6.37646, 1.24603)
H (-4.25835, -4.73391, -0.20668)
H (-3.78879, -5.30778, 1.40881)
H (-2.81533, -8.87153, -0.35056)
H (-3.93745, -8.12123, -1.51971)
C (2.56319, 6.82558, -5.69826)
C (1.27786, 6.37599, -4.98695)
C (1.69584, 5.50909, -3.79293)
S (3.32727, 6.09713, -3.29663)
O (4.28746, 5.04854, -3.52525)
O (3.25145, 6.74438, -2.01426)
C (3.49852, 7.31853, -4.59916)
H (2.36885, 7.60627, -6.43159)
H (3.01848, 5.98146, -6.21917)
H (0.73088, 7.25155, -4.63421)
H (0.61851, 5.82335, -5.65327)
H (1.03460, 5.60199, -2.93578)
H (1.80954, 4.46113, -4.06156)
H (4.54696, 7.36672, -4.88137)
H (3.17487, 8.27344, -4.18702)

Calculated values
**E**: -81295.4099 eV
**Total charge**: -1
**LUMO**: 1.6 eV
**Orbital gap**: 6.028 eV
**Strongest force on any atom**: 1.6 eV Å⁻¹

Entry 4:
ORCA calculation (the ωB97M-V functional and the def2-TZVPD basis) on C14H31N6NaSi as an isolated structure.

CARTESIAN COORDINATES (ANGSTROEM)
Na (1.14916, 1.11592, -0.25603)
N (3.53492, 1.20264, -0.29546)
C (4.16542, 2.19173, 0.59573)
C (3.83403, 3.67836, 0.26938)
C (2.40320, 4.01381, 0.63003)
N (1.41990, 3.65792, -0.41737)
H (3.59760, 0.26212, 0.09364)
H (4.01311, 1.22842, -1.18208)
H (5.27030, 2.09208, 0.62975)
H (3.79463, 2.01429, 1.61325)
H (4.08891, 3.97071, -0.77898)
H (4.52994, 4.26999, 0.87818)
H (2.28275, 5.06301, 0.99579)
H (2.18660, 3.41517, 1.52226)
H (1.70140, 4.06728, -1.31332)
H (0.53098, 4.06010, -0.18039)
C (-1.73912, -0.15485, 0.19613)
N (-3.19099, -0.38821, 0.12970)
C (-3.71281, 0.08733, -1.18052)
N (-3.41417, 1.53011, -1.40469)
C (-1.93448, 1.72974, -1.28725)
N (-1.36622, 1.27571, 0.02418)
C (-2.07668, 2.02269, 1.08846)
N (-3.57516, 1.86967, 1.06091)
C (-3.85156, 0.42972, 1.20538)
C (-4.04353, 2.31040, -0.29529)
H (-1.26506, -0.74812, -0.57590)
H (-1.31866, -0.49938, 1.15563)
H (-4.79246, -0.07106, -1.20636)
H (-3.27426, -0.52458, -1.98633)
H (-1.72559, 2.78381, -1.43023)
H (-1.43362, 1.13715, -2.07281)
H (-1.82319, 3.08671, 0.96607)
H (-1.74280, 1.62036, 2.04227)
H (-4.92581, 0.24980, 1.14204)
H (-3.51239, 0.09383, 2.19541)
H (-3.81393, 3.38386, -0.43786)
H (-5.12831, 2.18118, -0.35397)
C (2.29082, -5.14050, -1.26099)
Si (0.97510, -4.31125, -0.18225)
C (1.46333, -5.17283, 1.46810)
C (-0.82002, -4.73603, -0.57475)
C (1.10972, -2.47626, -0.07664)
C (1.24427, -1.20171, -0.04083)
H (2.25567, -6.24813, -1.12275)
H (3.29382, -4.79755, -0.97435)
H (2.16906, -4.98906, -2.33942)
H (1.55402, -6.26650, 1.27748)
H (0.76090, -4.96563, 2.29207)
H (2.46847, -4.82178, 1.74677)
H (-0.87045, -5.77661, -0.99174)
H (-1.29025, -4.09119, -1.33386)
H (-1.44654, -4.71437, 0.33378)

Calculated values
**E**: -36254.4887 eV
**Total charge**: 0
**LUMO**: -0.1 eV
**Orbital gap**: 7.472 eV
**Strongest force on any atom**: 4.1 eV Å⁻¹

Entry 5:
ORCA calculation (the ωB97M-V functional and the def2-TZVPD basis) on C14H32AsMoN5O2SSi2 as an isolated structure.

CARTESIAN COORDINATES (ANGSTROEM)
Mo (1.39315, 0.64058, -0.60536)
N (1.78589, -1.25530, 2.14709)
N (2.87207, -2.01857, 1.73221)
C (3.64333, -1.62255, 0.71943)
N (4.63371, -2.39620, 0.30993)
N (3.32555, -0.41698, 0.18908)
N (4.01328, 0.05605, -0.86503)
O (3.34824, 0.96694, -1.44834)
O (5.08296, -0.32852, -1.25144)
H (1.83461, -1.10857, 3.14602)
H (0.92070, -1.69836, 1.85709)
H (3.00169, -2.95415, 2.09235)
H (4.78014, -3.30388, 0.71905)
H (5.26980, -2.05547, -0.39549)
C (0.52330, -4.64383, 0.13389)
C (-0.23888, -3.75817, -0.86143)
C (-0.02717, -4.27763, -2.29107)
C (-1.73663, -3.76686, -0.52325)
C (0.24825, -2.37267, -0.77984)
C (0.59669, -1.20323, -0.73437)
H (0.17664, -5.67620, 0.06745)
H (0.36065, -4.30242, 1.15964)
H (1.59402, -4.63148, -0.08394)
H (-0.38780, -5.30455, -2.36593)
H (1.02961, -4.26163, -2.56062)
H (-0.57104, -3.66355, -3.00813)
H (-2.12412, -4.78221, -0.62019)
H (-2.29231, -3.11822, -1.20032)
H (-1.91626, -3.43178, 0.49960)
S (-0.12278, 1.65983, -3.52693)
C (0.49465, 1.20575, -2.18677)
C (-0.80265, 5.39912, 1.09973)
Si (-0.55495, 4.21625, -0.32092)
C (0.93397, 4.70817, -1.32792)
C (-2.10707, 4.11169, -1.34747)
As (0.03331, 2.15335, 0.73067)
Si (-2.00749, 1.01060, 1.14785)
C (-1.65854, -0.46862, 2.23444)
C (-2.77418, 0.46108, -0.45566)
C (-3.04321, 2.25607, 2.07239)
H (-1.02838, 6.39921, 0.72308)
H (0.09497, 5.46099, 1.71745)
H (-1.62897, 5.08348, 1.73941)
H (0.78191, 5.70393, -1.75203)
H (1.12384, 4.01881, -2.15189)
H (1.82254, 4.75422, -0.69500)
H (-2.29520, 5.08362, -1.81094)
H (-2.97534, 3.86769, -0.73279)
H (-2.02670, 3.37075, -2.14377)
H (-1.13266, -1.23593, 1.66193)
H (-2.60860, -0.88858, 2.57451)
H (-1.07494, -0.19973, 3.11714)
H (-2.11987, -0.25667, -0.95425)
H (-2.93954, 1.30107, -1.13142)
H (-3.73919, -0.01654, -0.26478)
H (-2.54258, 2.56359, 2.99232)
H (-4.00801, 1.81658, 2.33691)
H (-3.23438, 3.14963, 1.47670)

Calculated values
**E**: -115857.6675 eV
**Total charge**: +1
**Relative energy (zero: lowest compared OMol25 entry of this formula, charge and spin)**: 9.05 kJ/mol
**LUMO (alpha / beta)**: -4.0 / -4.3 eV
**Orbital gap (alpha / beta)**: 6.114 / 6.091 eV
**Spin multiplicity**: 2
**Strongest force on any atom**: 0.6 eV Å⁻¹

Entry 6:
ORCA calculation (the ωB97M-V functional and the def2-TZVPD basis) on a 2-piece molecular cluster, C14H32BN2O8P overall.

CARTESIAN COORDINATES (ANGSTROEM)
N (4.65804, 3.47505, 0.57604)
C (4.13854, 2.34260, -0.22116)
C (5.24812, 1.66021, -1.04657)
O (6.09031, 2.68074, -1.58341)
C (4.73331, 0.78555, -2.20099)
C (3.39163, 0.03390, -1.99603)
C (3.34503, -0.93019, -3.26217)
C (2.17479, -0.39767, -4.10858)
O (2.07924, -0.27744, -5.29762)
N (1.19589, -0.01224, -3.09460)
C (2.05565, 0.82156, -2.20506)
C (1.16375, 1.19182, -1.02122)
B (0.40980, 2.54698, -1.36935)
O (0.26500, 3.03530, -2.64646)
O (-0.15940, 3.27067, -0.35881)
H (3.95807, 4.20190, 0.52052)
H (4.68977, 3.16102, 1.53696)
H (3.37783, 2.71696, -0.90852)
H (3.70731, 1.58675, 0.44178)
H (5.89189, 1.09439, -0.37203)
H (5.65648, 3.03232, -2.36513)
H (4.68464, 1.32446, -3.15216)
H (5.48237, 0.00541, -2.34045)
H (3.45026, -0.60913, -1.11725)
H (4.29067, -0.97634, -3.79045)
H (3.02927, -1.91818, -2.92089)
H (1.10513, -0.89559, -2.58925)
H (2.35543, 1.64505, -2.86118)
H (0.38950, 0.43783, -0.85967)
H (1.69158, 1.35507, -0.08471)
H (0.07286, 2.33335, -3.27995)
H (-0.60698, 4.03578, -0.73624)
C (-3.34038, -0.75202, -0.74501)
C (-4.40350, -1.56896, -0.03217)
O (-3.85163, -2.36774, 1.01136)
P (-3.69774, -1.77152, 2.53159)
O (-5.01728, -1.17352, 2.85890)
O (-3.70458, -3.14501, 3.40036)
C (-4.67960, -3.36504, 4.41991)
C (-5.89040, -4.09938, 3.87511)
O (-2.06326, -1.80904, 2.57184)
C (-1.26738, -0.69141, 2.17391)
C (-1.81780, 0.64797, 2.61785)
H (-2.94951, 0.03317, -0.09184)
H (-3.75250, -0.26908, -1.63200)
H (-2.50458, -1.38504, -1.04654)
H (-5.19397, -0.91920, 0.34972)
H (-4.86077, -2.26043, -0.74106)
H (-4.96759, -2.42429, 4.88714)
H (-4.20052, -3.96920, 5.19192)
H (-6.23112, -3.67182, 2.93336)
H (-6.70878, -4.07824, 4.59599)
H (-5.63742, -5.14233, 3.67550)
H (-1.11984, -0.72197, 1.09076)
H (-0.28349, -0.83427, 2.62324)
H (-2.85165, 0.79400, 2.28385)
H (-1.21423, 1.45765, 2.20540)
H (-1.80623, 0.72886, 3.70556)

Calculated values
**E**: -44365.6360 eV
**Total charge**: 0
**SMILES string**: NC[C@H](O)C[C@@H]1CC(=O)N[C@H]1CB(O)O.CCOP(=O)(OCC)OCC
**LUMO**: 0.2 eV
**Orbital gap**: 9.792 eV
**Strongest force on any atom**: 6.3 eV Å⁻¹